Arrangement P

{
  "formula": "H3NOP2",
  "method": "ωB97M-V/def2-TZVPD",
  "elements": ["N", "O", "P", "P", "H", "H", "H"],
  "xyz": [[1.50530, -0.46807, -0.65535], [2.43652, -0.76351, -1.40578], [-1.00494, -0.61612, 1.03083], [0.17708, 0.28237, -0.74558], [-0.11938, -0.41321, 2.16137], [-1.77029, 0.59162, 1.26198], [-1.22429, 1.38691, -1.64747]],
  "mulliken_charge": [0.21, -0.42, -0.12, 0.10, 0.10, 0.09, 0.03],
  "gap_ev": [8.35, 7.63],
  "multiplicity": 1,
  "homo_ha": [-0.3409, -0.3206]
}

=====

Arrangement Q

{
  "formula": "H3NOP2",
  "method": "ωB97M-V/def2-TZVPD",
  "elements": ["N", "O", "P", "P", "H", "H", "H"],
  "xyz": [[0.12270, -0.76659, -1.69949], [-0.88415, -1.25663, -1.39761], [0.06073, 0.06372, 1.40145], [0.50791, 0.80237, -0.58541], [-0.81776, 1.17879, 1.82734], [-0.78432, -0.85805, 0.79106], [1.79489, 0.83637, -0.33733]],
  "mulliken_charge": [0.10, -0.24, -0.14, 0.05, 0.08, 0.09, 0.05],
  "gap_ev": 8.22,
  "multiplicity": 1,
  "homo_ha": -0.3186,
  "smiles": "O=N[PH]#[PH2]"
}

=====

arrangement Q ends up most stable, edging out the next structure by 219.5 kJ/mol.